[1]
The following is a quantum chemistry calculation of a cluster of 2 separate species, C3H10NS in total, from OMol25.

The value obtained for the HOMO-LUMO gap is 7.161 eV. The total charge is +1. As for the HOMO energy: -0.470 Eh. As for the energy above the lowest of the compared OMol25 structures with the same formula, charge and spin: 34.0 kcal per mole. As for the electronic energy: -15590.629 eV.

CARTESIAN COORDINATES (ANGSTROEM)
C1 1.78 0.63 -0.60
N1 1.93 0.73 -1.85
H1 1.76 -0.33 -0.11
H2 1.75 1.53 -0.01
H3 1.97 1.65 -2.28
H4 1.98 -0.05 -2.50
C2 -0.02 -0.71 2.03
C3 -0.70 -1.13 0.73
S1 -1.35 0.31 -0.23
H5 -0.68 -0.74 2.89
H6 0.38 0.31 1.98
H7 0.82 -1.34 2.28
H8 -0.01 -1.65 0.06
H9 -1.53 -1.80 0.90
H10 -2.59 -0.17 -0.35


[2]
The following is a quantum chemistry calculation of a structure of composition C32H31N6O5SSiTi, from OMol25.

The value obtained for the HOMO-LUMO gap (alpha / beta) is 7.222 / 7.047 eV. As for the spin multiplicity: 2. Its expectation value of S² is 0.76. As for the HOMO energy (alpha / beta): -0.280 / -0.274 Eh. As for the energy above the lowest of the compared OMol25 structures with the same formula, charge and spin: 3.4 kcal per mole. As for the electronic energy: -94696.606 eV.

CARTESIAN COORDINATES (ANGSTROEM)
Ti1 -1.20 -0.94 0.08
C1 -0.85 -4.63 1.67
C2 -2.02 -3.74 1.29
C3 -3.33 -4.20 1.90
O1 -1.74 -2.37 1.70
C4 -2.13 -3.70 -0.25
O2 -2.45 -4.69 -0.86
O3 -1.83 -2.53 -0.76
H1 -0.74 -4.68 2.76
H2 0.08 -4.25 1.25
H3 -1.03 -5.64 1.30
H4 -3.24 -4.25 2.99
H5 -3.59 -5.18 1.52
H6 -4.13 -3.50 1.65
H7 -1.17 -2.37 2.49
N1 5.79 1.82 4.06
C5 4.66 1.15 3.64
C6 4.58 0.64 2.34
C7 3.48 -0.07 1.93
C8 2.43 -0.28 2.82
C9 2.49 0.22 4.11
C10 3.60 0.93 4.52
S1 1.02 -1.15 2.30
O4 1.37 -2.01 1.18
O5 0.39 -1.77 3.45
N2 -0.05 -0.12 1.63
C11 -0.98 0.57 2.33
N3 -2.11 0.67 1.59
C12 -3.13 1.34 2.10
C13 -3.05 1.90 3.36
C14 -1.86 1.74 4.04
N4 -0.81 1.08 3.55
H8 6.38 2.20 3.34
H9 5.69 2.42 4.86
H10 5.40 0.80 1.65
H11 3.42 -0.46 0.92
H12 1.66 0.04 4.79
H13 3.65 1.31 5.54
H14 -4.02 1.41 1.49
H15 -3.88 2.45 3.79
H16 -1.73 2.15 5.04
C15 -0.95 0.33 -6.02
C16 -0.44 1.35 -5.23
C17 0.07 1.08 -3.97
C18 0.09 -0.22 -3.46
C19 -0.43 -1.24 -4.28
C20 -0.94 -0.97 -5.54
Si1 0.68 -0.65 -1.70
C21 1.96 0.69 -1.30
C22 3.29 0.56 -1.73
C23 4.23 1.55 -1.47
C24 3.86 2.70 -0.78
C25 2.55 2.85 -0.35
C26 1.62 1.85 -0.60
H17 -1.34 0.54 -7.01
H18 -0.44 2.37 -5.61
H19 0.48 1.89 -3.38
H20 -0.42 -2.26 -3.91
H21 -1.32 -1.78 -6.15
H22 1.48 -1.89 -1.93
H23 3.59 -0.33 -2.27
H24 5.25 1.43 -1.81
H25 4.59 3.48 -0.59
H26 2.26 3.74 0.19
H27 0.61 1.98 -0.22
N5 -2.66 5.03 -2.16
C27 -2.74 3.89 -2.24
C28 -2.84 2.46 -2.33
C29 -3.48 1.85 -3.41
C30 -3.52 0.47 -3.43
C31 -2.93 -0.25 -2.40
N6 -2.33 0.34 -1.36
C32 -2.28 1.67 -1.34
H28 -3.91 2.44 -4.20
H29 -3.98 -0.06 -4.25
H30 -2.92 -1.33 -2.41
H31 -1.78 2.13 -0.50


[3]
The following is a quantum chemistry calculation of a cluster of 2 separate species, C3H11N3O in total, from OMol25.

The value obtained for the HOMO-LUMO gap is 9.318 eV. As for the HOMO energy: -0.316 Eh. As for the energy above the lowest of the compared OMol25 structures with the same formula, charge and spin: 19.4 kcal per mole. As for the electronic energy: -9807.161 eV. The structure (SMILES) is CNC=O.NCN.

CARTESIAN COORDINATES (ANGSTROEM)
N1 0.69 0.04 -2.49
C1 1.61 0.97 -1.85
N2 1.01 2.05 -1.05
H1 0.40 -0.61 -1.78
H2 -0.12 0.51 -2.83
H3 2.24 0.36 -1.21
H4 2.32 1.35 -2.59
H5 0.52 2.65 -1.69
H6 0.30 1.57 -0.50
C2 0.06 -0.24 1.37
N3 -1.02 -0.55 2.11
C3 -1.81 -1.75 1.89
O1 0.46 -0.90 0.43
H7 0.61 0.63 1.76
H8 -1.21 0.05 2.90
H9 -1.81 -1.97 0.83
H10 -2.82 -1.57 2.24
H11 -1.42 -2.59 2.46